# 1
110
Properties=species:S:1:pos:R:3 method="wB97M-V/def2-TZVPD" homo_energy_ev=-9.3 smiles="CC(C)C[C@](C#N)(CCCI)[C@@](C#N)(CCF)CCC(=O)O.COCCOC.COCCOC.COCCOC.COCCOC" lumo_energy_ev=0.20 largest_force_ev_per_a=2.2 orbital_gap_ev=9.47
C 2.23 -2.59 1.35
C 1.64 -1.17 1.10
C 2.32 -0.23 2.14
C 0.13 -1.27 1.41
C -0.80 -0.32 0.58
C -0.80 -0.92 -0.80
N -0.90 -1.39 -1.83
C -0.13 1.07 0.42
C -1.04 2.14 -0.20
C -0.25 3.45 -0.45
I -0.59 4.78 1.23
C -2.23 -0.26 1.22
C -3.20 -0.04 0.08
N -3.89 0.33 -0.75
C -2.68 -1.62 1.86
C -2.94 -2.76 0.89
F -4.31 -3.00 0.87
C -2.39 0.82 2.32
C -3.63 1.74 2.21
C -4.91 1.03 2.61
O -5.13 0.69 3.74
O -5.78 0.80 1.61
H 2.13 -3.20 0.46
H 1.73 -3.09 2.18
H 3.29 -2.52 1.58
H 1.85 -0.86 0.08
H 3.35 -0.51 2.32
H 1.78 -0.28 3.09
H 2.32 0.81 1.81
H -0.07 -1.19 2.48
H -0.18 -2.28 1.12
H 0.76 1.01 -0.21
H 0.20 1.39 1.41
H -1.89 2.40 0.41
H -1.36 1.80 -1.19
H 0.81 3.28 -0.58
H -0.71 3.94 -1.30
H -3.64 -1.39 2.32
H -2.04 -1.88 2.70
H -2.48 -3.70 1.22
H -2.65 -2.58 -0.15
H -1.53 1.46 2.45
H -2.53 0.31 3.28
H -3.49 2.51 2.98
H -3.71 2.28 1.27
H -6.22 -0.04 1.79
C 7.01 -6.58 2.37
O 6.09 -7.25 3.22
C 5.55 -6.41 4.22
C 4.14 -5.98 3.88
O 4.12 -5.11 2.76
C 3.71 -5.75 1.56
H 7.24 -7.24 1.54
H 6.58 -5.65 1.97
H 7.93 -6.36 2.91
H 6.18 -5.54 4.39
H 5.52 -6.99 5.15
H 3.72 -5.42 4.73
H 3.50 -6.85 3.71
H 2.64 -5.98 1.60
H 4.27 -6.68 1.39
H 3.90 -5.07 0.73
C -4.96 8.95 1.03
O -5.67 8.50 -0.11
C -4.86 8.39 -1.27
C -4.49 6.95 -1.55
O -3.62 6.43 -0.55
C -4.29 5.58 0.38
H -5.61 8.85 1.89
H -4.05 8.36 1.20
H -4.69 10.01 0.92
H -3.95 9.00 -1.17
H -5.44 8.77 -2.11
H -3.95 6.90 -2.50
H -5.39 6.33 -1.64
H -4.55 4.63 -0.10
H -5.19 6.05 0.78
H -3.60 5.38 1.20
C 4.30 -10.51 -2.43
O 2.89 -10.54 -2.32
C 2.42 -10.32 -1.00
C 1.91 -8.91 -0.83
O 2.95 -7.95 -0.91
C 2.98 -7.28 -2.16
H 4.56 -10.52 -3.49
H 4.72 -9.61 -1.97
H 4.74 -11.40 -1.96
H 3.21 -10.53 -0.27
H 1.60 -11.02 -0.82
H 1.47 -8.82 0.17
H 1.12 -8.69 -1.56
H 2.14 -6.59 -2.24
H 2.96 -7.98 -3.00
H 3.91 -6.71 -2.21
C 1.77 7.79 -4.82
O 0.91 7.01 -4.01
C 0.31 7.76 -2.96
C -1.14 8.09 -3.29
O -1.23 9.01 -4.37
C -1.60 8.39 -5.59
H 2.05 7.18 -5.68
H 1.28 8.70 -5.18
H 2.68 8.05 -4.27
H 0.88 8.67 -2.76
H 0.33 7.13 -2.07
H -1.59 8.58 -2.41
H -1.70 7.18 -3.50
H -2.65 8.08 -5.56
H -0.97 7.52 -5.80
H -1.47 9.12 -6.38

=====

# 2
113
Properties=species:S:1:pos:R:3 method="wB97M-V/def2-TZVPD" homo_energy_ev=-8.9 lumo_energy_ev=0.28 e_above_lowest_kj_mol=494.3 largest_force_ev_per_a=4.6 orbital_gap_ev=9.16
C 10.28 13.76 -19.77
C 9.87 15.15 -20.27
C 10.60 16.08 -19.29
O 10.63 15.39 -18.06
C 10.38 13.96 -18.22
H 11.29 13.57 -20.14
H 9.50 13.03 -20.00
H 8.85 15.53 -20.28
H 10.30 15.31 -21.25
H 10.30 17.13 -19.32
H 11.66 16.05 -19.50
H 9.38 13.70 -17.89
H 11.10 13.39 -17.63
C 4.01 8.79 -14.41
C 5.20 9.50 -15.03
C 5.16 9.17 -16.49
O 3.99 8.40 -16.55
C 3.58 7.83 -15.39
H 3.14 9.45 -14.36
H 4.23 8.50 -13.39
H 6.13 9.29 -14.51
H 5.08 10.56 -14.79
H 6.10 8.70 -16.78
H 4.95 10.02 -17.13
H 4.00 6.85 -15.14
H 2.51 7.71 -15.56
C 13.96 9.44 -16.24
C 14.60 9.89 -17.50
C 16.09 9.40 -17.27
O 16.11 8.38 -16.18
C 14.70 8.17 -15.92
H 12.91 9.15 -16.24
H 14.34 10.14 -15.50
H 14.49 10.95 -17.72
H 14.14 9.32 -18.30
H 16.72 10.26 -17.05
H 16.53 8.91 -18.14
H 14.46 7.86 -14.90
H 14.34 7.46 -16.65
C 6.14 14.30 -28.05
C 4.68 13.80 -28.17
C 4.81 12.35 -27.77
O 6.15 11.92 -28.03
C 6.77 13.06 -28.68
H 6.48 14.35 -27.01
H 6.30 15.24 -28.58
H 4.33 13.88 -29.20
H 3.97 14.20 -27.45
H 4.07 11.84 -28.39
H 4.58 12.19 -26.72
H 6.53 12.89 -29.73
H 7.85 13.05 -28.55
C 4.26 4.86 -20.45
C 3.38 3.65 -20.22
C 2.57 3.52 -21.46
O 2.57 4.90 -22.03
C 3.57 5.69 -21.51
H 5.29 4.55 -20.59
H 4.35 5.33 -19.47
H 2.71 3.70 -19.36
H 3.93 2.72 -20.02
H 1.53 3.20 -21.35
H 3.05 3.06 -22.33
H 3.10 6.55 -21.05
H 4.25 6.08 -22.26
C 8.30 1.89 -23.80
C 8.59 0.65 -23.00
C 7.27 0.36 -22.23
O 6.29 0.67 -23.24
C 6.82 1.75 -24.06
H 8.83 1.86 -24.76
H 8.51 2.73 -23.15
H 9.46 0.73 -22.35
H 8.85 -0.19 -23.64
H 7.20 0.82 -21.25
H 7.27 -0.69 -21.92
H 6.31 2.63 -23.68
H 6.44 1.74 -25.08
C 11.87 7.27 -28.26
C 12.24 6.81 -26.88
C 11.52 5.51 -26.81
O 10.32 5.67 -27.66
C 10.35 6.87 -28.46
H 12.49 6.80 -29.02
H 12.06 8.34 -28.33
H 12.00 7.67 -26.25
H 13.30 6.75 -26.63
H 11.28 5.10 -25.83
H 12.18 4.76 -27.24
H 9.79 7.61 -27.90
H 10.04 6.74 -29.50
C 8.37 8.88 -23.77
C 7.80 9.99 -22.88
O 7.76 9.43 -21.55
S 9.10 8.43 -21.50
O 8.89 7.24 -20.63
O 10.28 9.26 -21.43
O 8.84 7.88 -23.04
H 9.18 9.36 -24.33
H 7.60 8.61 -24.50
H 6.82 10.38 -23.16
H 8.50 10.83 -22.83
C 3.20 5.94 -30.01
C 2.41 5.00 -29.04
O 2.26 5.67 -27.86
S 3.58 6.54 -27.51
O 4.78 5.80 -27.23
O 3.13 7.69 -26.68
O 3.64 7.02 -29.12
H 2.58 6.22 -30.86
H 4.12 5.54 -30.44
H 3.05 4.15 -28.80
H 1.39 4.78 -29.37

=====

# 3
114
Properties=species:S:1:pos:R:3 method="wB97M-V/def2-TZVPD" homo_energy_ev=-9.3 smiles="CCOC(=O)OC.CCOC(=O)OC.CCOC(=O)OC.CCOC(=O)OC.CCOC(=O)OC.C1CCOC1.C1CCOC1.C1CCOC1" lumo_energy_ev=0.50 e_above_lowest_kj_mol=387.8 largest_force_ev_per_a=5.7 orbital_gap_ev=9.85
C 1.10 0.45 -4.90
C -0.09 -0.09 -5.70
O 0.11 -0.32 -7.09
C 0.51 0.58 -7.98
O 0.71 1.81 -7.80
O 0.56 -0.06 -9.07
C 0.90 0.69 -10.20
H 1.97 -0.21 -4.92
H 0.92 0.60 -3.84
H 1.45 1.39 -5.33
H -0.86 0.66 -5.51
H -0.41 -0.99 -5.17
H 0.66 0.00 -11.02
H 1.97 0.83 -10.35
H 0.33 1.61 -10.21
C 4.74 0.59 5.37
C 3.23 0.24 5.17
O 2.39 1.17 5.93
C 1.13 1.42 5.51
O 0.71 1.32 4.33
O 0.42 1.84 6.61
C -0.91 2.33 6.45
H 4.72 1.67 5.21
H 5.40 0.14 4.63
H 5.01 0.26 6.37
H 3.02 -0.77 5.52
H 2.94 0.28 4.12
H -1.46 1.73 5.73
H -0.90 3.27 5.90
H -1.40 2.41 7.42
C -0.99 -2.36 3.72
C -2.07 -1.21 3.43
O -3.30 -1.89 3.11
C -3.96 -1.65 2.00
O -3.77 -0.70 1.18
O -5.00 -2.50 1.97
C -5.96 -2.38 0.90
H -0.87 -3.00 2.85
H -1.44 -2.92 4.55
H -0.08 -1.79 3.87
H -1.89 -0.54 2.60
H -2.24 -0.53 4.26
H -6.38 -1.38 0.87
H -6.85 -2.97 1.10
H -5.67 -2.71 -0.10
C -5.67 2.70 1.10
C -4.75 3.00 2.27
O -3.51 3.54 1.73
C -2.38 3.20 2.31
O -2.28 2.63 3.39
O -1.39 3.87 1.69
C -0.11 4.02 2.38
H -5.77 3.64 0.54
H -6.65 2.30 1.33
H -5.31 1.90 0.45
H -4.57 2.07 2.81
H -5.26 3.74 2.87
H -0.15 3.77 3.44
H 0.20 5.04 2.15
H 0.57 3.26 1.99
C 3.84 3.06 2.27
C 3.40 4.42 1.58
O 2.34 4.11 0.72
C 2.56 4.38 -0.60
O 3.62 4.73 -1.18
O 1.57 3.85 -1.29
C 1.86 3.31 -2.51
H 4.62 3.17 3.02
H 4.20 2.45 1.44
H 2.97 2.61 2.75
H 4.28 4.94 1.20
H 2.94 5.07 2.33
H 1.00 3.00 -3.09
H 2.55 2.47 -2.40
H 2.41 3.97 -3.19
C 2.84 -5.10 -1.60
C 3.25 -4.06 -2.62
C 2.79 -2.58 -2.08
O 2.13 -2.94 -0.81
C 2.65 -4.25 -0.35
H 3.44 -6.00 -1.45
H 1.85 -5.55 -1.71
H 2.77 -4.20 -3.59
H 4.33 -4.12 -2.75
H 2.15 -2.04 -2.77
H 3.67 -1.99 -1.80
H 1.92 -4.64 0.36
H 3.54 -4.04 0.24
C 0.73 0.48 0.86
C -0.33 -0.38 0.20
C 0.04 -0.33 -1.30
O 1.05 0.66 -1.29
C 1.87 0.64 -0.15
H 0.96 0.04 1.83
H 0.29 1.45 1.10
H -1.29 0.12 0.39
H -0.23 -1.39 0.59
H -0.77 -0.10 -1.98
H 0.51 -1.18 -1.79
H 2.42 1.58 -0.08
H 2.52 -0.23 -0.18
C -1.95 -4.68 -1.03
C -1.35 -3.60 -1.79
C -2.50 -2.59 -1.91
O -3.60 -3.52 -2.22
C -3.42 -4.67 -1.47
H -1.95 -4.52 0.04
H -1.40 -5.57 -1.32
H -1.12 -3.95 -2.79
H -0.45 -3.09 -1.46
H -2.38 -1.90 -2.74
H -2.83 -2.10 -1.00
H -3.61 -5.65 -1.92
H -4.09 -4.56 -0.62

=====

# 4
149
Properties=species:S:1:pos:R:3 method="wB97M-V/def2-TZVPD" homo_energy_ev=-9.3 lumo_energy_ev=0.08 e_above_lowest_kj_mol=0.0 largest_force_ev_per_a=2.6 orbital_gap_ev=9.41
C -10.01 -17.22 4.64
C -8.73 -17.31 3.80
C -9.06 -16.76 2.39
O -10.48 -16.67 2.46
C -10.94 -16.41 3.76
H -9.84 -16.78 5.63
H -10.44 -18.22 4.67
H -8.35 -18.34 3.73
H -7.85 -16.80 4.21
H -8.76 -17.54 1.68
H -8.68 -15.77 2.12
H -11.99 -16.69 3.79
H -11.00 -15.34 4.00
C -1.71 -12.99 3.39
C -2.21 -12.47 4.72
C -0.91 -12.53 5.57
O -0.21 -13.66 5.00
C -0.84 -14.14 3.82
H -1.01 -12.25 2.96
H -2.49 -13.06 2.63
H -2.91 -13.11 5.25
H -2.63 -11.47 4.60
H -1.18 -12.81 6.59
H -0.29 -11.64 5.53
H -1.49 -15.00 4.03
H -0.08 -14.45 3.10
C -11.00 -20.50 1.84
C -9.80 -20.84 2.74
C -9.87 -22.38 2.87
O -11.26 -22.67 2.69
C -11.74 -21.83 1.66
H -10.67 -20.13 0.87
H -11.55 -19.67 2.29
H -9.78 -20.35 3.72
H -8.87 -20.55 2.24
H -9.53 -22.72 3.85
H -9.28 -22.94 2.14
H -12.82 -21.84 1.76
H -11.43 -22.26 0.70
C -3.99 -17.49 3.02
C -3.04 -18.28 2.16
O -3.70 -19.53 1.88
S -4.93 -19.82 2.94
O -4.73 -20.88 3.89
O -6.20 -19.73 2.29
O -4.59 -18.49 3.82
H -4.67 -16.91 2.40
H -3.48 -16.85 3.73
H -2.03 -18.42 2.54
H -3.07 -17.73 1.22
C -5.55 -11.53 3.34
C -6.02 -12.27 2.07
O -7.12 -13.02 2.58
S -6.68 -13.67 3.98
O -5.76 -14.74 3.69
O -7.84 -13.95 4.80
O -5.99 -12.29 4.46
H -6.00 -10.54 3.34
H -4.48 -11.39 3.38
H -5.26 -12.89 1.60
H -6.44 -11.59 1.33
C -7.11 -18.34 -0.95
C -8.45 -17.80 -1.45
O -8.45 -16.39 -1.21
S -6.94 -15.83 -1.39
O -6.57 -14.91 -0.36
O -6.69 -15.51 -2.78
O -6.19 -17.25 -1.15
H -6.88 -19.19 -1.59
H -7.19 -18.54 0.11
H -9.34 -18.13 -0.91
H -8.67 -17.97 -2.51
C -2.91 -22.38 6.30
C -2.95 -23.28 5.06
O -1.95 -22.74 4.18
S -1.36 -21.30 4.69
O -1.35 -20.25 3.72
O -0.11 -21.56 5.37
O -2.58 -21.10 5.77
H -2.18 -22.75 7.02
H -3.86 -22.34 6.82
H -3.86 -23.21 4.47
H -2.71 -24.34 5.18
C -7.85 -19.13 6.76
C -6.45 -19.61 7.17
O -6.74 -20.99 7.51
S -8.17 -21.57 7.08
O -9.08 -21.60 8.20
O -8.10 -22.75 6.26
O -8.43 -20.25 6.14
H -7.95 -18.23 6.16
H -8.43 -18.92 7.67
H -6.09 -19.20 8.11
H -5.66 -19.68 6.43
C -2.25 -17.66 6.99
C -2.00 -16.18 6.70
O -3.28 -15.70 6.27
S -4.48 -16.54 7.02
O -5.47 -16.88 6.02
O -4.93 -15.86 8.19
O -3.61 -17.88 7.34
H -1.57 -18.01 7.76
H -2.09 -18.22 6.06
H -1.20 -15.97 5.99
H -1.70 -15.60 7.59
C -3.16 -15.12 -2.12
C -3.26 -13.68 -1.58
O -2.24 -13.57 -0.57
S -2.30 -14.98 0.23
O -3.39 -14.97 1.15
O -1.02 -15.31 0.78
O -2.57 -15.87 -1.08
H -2.53 -15.05 -3.01
H -4.09 -15.59 -2.41
H -4.18 -13.38 -1.08
H -3.17 -12.88 -2.32
C 0.78 -21.06 -0.28
C 0.03 -20.43 0.92
O -0.52 -19.22 0.43
S 0.51 -18.55 -0.63
O 1.51 -17.80 0.06
O -0.29 -17.87 -1.61
O 1.08 -19.98 -1.19
H 0.17 -21.80 -0.79
H 1.67 -21.58 0.08
H 0.66 -20.25 1.79
H -0.85 -20.99 1.26
C -3.22 -20.00 -2.41
C -2.80 -20.96 -1.34
O -1.95 -21.98 -1.92
S -2.64 -22.27 -3.36
O -3.76 -23.13 -3.26
O -1.62 -22.64 -4.30
O -3.19 -20.77 -3.60
H -2.58 -19.11 -2.45
H -4.22 -19.64 -2.18
H -3.70 -21.55 -1.13
H -2.50 -20.51 -0.40
C 3.05 -18.24 2.90
C 2.97 -16.73 3.11
O 2.26 -16.54 4.32
S 1.16 -17.75 4.57
O -0.13 -17.35 4.05
O 1.30 -18.24 5.91
O 1.84 -18.74 3.45
H 3.89 -18.61 3.50
H 3.10 -18.55 1.86
H 2.45 -16.29 2.26
H 3.94 -16.25 3.23